Formula: C26H34FN5O5RuS3
Source: the OMol25 dataset
Level of theory: ωB97M-V/def2-TZVPD

The geometry in XYZ format:
```
75
Properties=species:S:1:pos:R:3:mulliken_spin:R:1
Ru 0.4159 0.9294 1.8761 0.879
S 2.1069 -2.4616 -0.5343 0.033
C 1.4662 -1.3290 0.4668 -0.005
S -0.2078 -1.0348 0.7859 -0.028
S 2.3692 -0.1568 1.4199 0.072
C -3.9965 -1.1248 -3.0692 0.000
C -3.6388 0.3347 -3.3024 0.000
N -2.4966 0.7652 -2.4870 0.000
C -2.7350 1.2915 -1.2716 -0.003
C -1.7743 1.6137 -0.3577 0.015
C -2.2447 2.0490 1.0226 0.003
O -3.3850 2.4660 1.1253 0.004
O -1.4101 1.9008 1.9910 0.028
C -0.4194 1.4794 -0.7363 -0.019
O 0.5685 1.7563 0.0095 0.008
C -0.1467 0.9493 -2.0609 -0.001
C 1.1880 0.7091 -2.4101 0.012
C 1.4460 0.0095 -3.5458 0.002
F 2.7172 -0.2711 -3.8985 0.000
C 0.4194 -0.4994 -4.3515 0.000
C -0.8899 -0.2153 -4.0436 0.001
C -1.1921 0.5190 -2.8846 -0.001
N 0.7225 -1.3863 -5.4409 -0.001
C 1.4069 -0.7404 -6.5625 0.000
C 1.7530 -1.8244 -7.5934 0.000
N 0.8241 -2.9819 -7.3664 0.000
C 1.1341 -3.6767 -6.0621 0.000
C 1.4445 -2.5949 -5.0244 0.001
H -4.8446 -1.4055 -3.6938 0.000
H -4.2718 -1.2861 -2.0271 0.000
H -3.1615 -1.7865 -3.2991 0.000
H -4.4742 0.9783 -3.0334 0.000
H -3.4120 0.5402 -4.3482 0.000
H -3.7730 1.4417 -1.0002 0.000
H 1.9816 1.0226 -1.7459 -0.006
H -1.6627 -0.6262 -4.6763 0.000
H 2.3313 -0.2344 -6.2664 0.000
H 0.7336 0.0004 -6.9940 0.000
H 2.7620 -2.2123 -7.4691 0.000
H 1.6332 -1.4779 -8.6168 0.000
H 0.8540 -3.6413 -8.1420 0.000
H -0.1244 -2.6094 -7.2921 0.000
H 1.9749 -4.3443 -6.2387 0.000
H 0.2545 -4.2621 -5.8029 0.000
H 2.5218 -2.4292 -4.9404 0.000
H 1.0914 -2.9124 -4.0448 -0.001
N 0.1801 0.1432 3.6978 -0.030
C 0.0748 -0.3762 4.7223 0.029
N -0.0423 -0.9686 5.8758 0.013
C -0.3238 -2.4075 5.9757 -0.001
C -1.4527 -2.6076 6.9711 0.000
O -1.1409 -1.9935 8.2078 0.000
C -1.0033 -0.5927 8.0681 0.001
C 0.1557 -0.2585 7.1447 -0.001
H 0.5781 -2.9182 6.3221 0.000
H -0.5897 -2.7845 4.9899 0.001
H -1.5971 -3.6678 7.1701 0.000
H -2.3839 -2.1904 6.5679 0.000
H -0.8219 -0.1898 9.0628 0.000
H -1.9309 -0.1604 7.6721 0.000
H 1.0981 -0.5869 7.5906 -0.001
H 0.2069 0.8113 6.9491 0.001
C 1.3383 4.6981 4.0536 0.000
C 2.7487 4.1206 3.9181 0.001
C 2.5997 3.1133 2.7821 0.002
O 1.1906 2.7949 2.7294 -0.007
C 0.4809 3.4804 3.7787 0.002
H 1.1565 5.4606 3.2948 0.000
H 1.1463 5.1319 5.0333 0.000
H 3.0359 3.6134 4.8407 0.000
H 3.5034 4.8733 3.6987 0.000
H 3.1646 2.1952 2.9432 -0.003
H 2.8702 3.5284 1.8109 0.001
H 0.4189 2.8279 4.6566 0.000
H -0.5212 3.6789 3.4096 0.000
```

Summary:
HOMO-LUMO gap (spin up / spin down), eV: 6.268 / 6.156
Energy relative to the best compared isomer or geometry (same formula, charge and spin), kcal/mol: 0.00
Multiplicity: 2
Net charge: +1
<S²>: 0.757

Formula: C26H34IrN6O4PS2
Source: the OMol25 dataset
Level of theory: ωB97M-V/def2-TZVPD

The geometry in XYZ format:
```
74
Properties=species:S:1:pos:R:3:mulliken_spin:R:1
Ir -1.8830 0.2270 -0.6883 -0.001
N -5.3620 -0.7549 1.6007 0.000
C -4.2915 -0.1520 1.0385 0.000
S -4.2044 -0.0959 -0.7123 0.000
N -3.3689 0.3389 1.8093 0.000
N -2.4031 1.0042 1.0531 0.000
C -2.0803 2.1900 1.4342 0.000
C -1.3641 3.1555 0.6425 0.000
C -0.7528 4.2472 1.2833 0.001
C -0.2215 5.2865 0.5605 0.000
C -0.3535 5.2724 -0.8334 0.000
C -0.9727 4.2298 -1.4851 -0.001
C -1.4701 3.1253 -0.7701 -0.001
O -2.0284 2.1338 -1.4312 0.001
H -6.1281 -1.0284 1.0116 0.000
H -5.5563 -0.5690 2.5711 0.000
H -2.4760 2.4861 2.4018 0.000
H -0.7130 4.2605 2.3666 0.000
H 0.2581 6.1158 1.0605 0.000
H 0.0285 6.1018 -1.4156 0.000
H -1.0880 4.2330 -2.5613 0.000
O 5.7265 1.1882 3.6506 0.360
S 6.5097 2.2282 3.0167 -0.132
O 6.3062 3.5253 3.6453 0.387
O 7.9140 1.8845 2.9131 0.389
C 5.8987 2.4054 1.3854 0.004
N 6.7229 2.9710 0.5261 -0.003
C 6.2338 3.0959 -0.7058 -0.001
C 4.9579 2.6657 -1.0386 0.000
C 4.1840 2.1064 -0.0340 -0.001
N 4.6682 1.9783 1.2065 -0.004
C 2.7900 1.6234 -0.2297 0.001
C 2.1420 1.6669 -1.4587 -0.002
C 0.8426 1.2128 -1.5555 0.002
N 0.1719 0.7201 -0.5081 0.000
C 0.7897 0.6842 0.6799 0.000
C 2.0850 1.1159 0.8577 0.001
H 6.8830 3.5558 -1.4406 0.000
H 4.5977 2.7811 -2.0498 0.000
H 2.6182 2.0567 -2.3462 0.000
H 0.3007 1.2727 -2.4895 0.000
H 0.2098 0.3036 1.5076 0.000
H 2.5504 1.0717 1.8317 0.000
C -2.3710 -4.7173 0.4375 0.000
C -2.6451 -3.2193 0.5948 0.000
C -2.6583 -2.8675 2.0879 0.000
P -1.5754 -2.1156 -0.4157 0.000
C -2.0428 -2.3210 -2.1940 0.000
C -1.8889 -3.6137 -2.9916 0.000
C -1.3658 -1.1426 -2.9028 0.000
C 0.2054 -2.5512 -0.1880 0.000
C 0.7177 -3.8072 -0.8977 0.000
C 0.5631 -2.6025 1.3027 0.000
H -3.1604 -5.2698 0.9489 0.000
H -1.4275 -4.9938 0.9085 0.000
H -2.3495 -5.0542 -0.5956 0.000
H -3.6346 -2.9936 0.1791 0.000
H -1.7670 -3.2495 2.5842 0.000
H -3.5183 -3.3515 2.5528 0.000
H -2.7308 -1.8004 2.2765 0.000
H -3.1122 -2.0924 -2.1514 0.000
H -0.8535 -3.8660 -3.2053 0.000
H -2.4016 -3.4944 -3.9483 0.000
H -2.3504 -4.4592 -2.4885 0.000
H -0.2781 -1.1665 -2.8349 0.000
H -1.7247 -0.1088 -2.6056 0.000
H -1.6439 -1.1144 -3.9589 0.000
H 0.7305 -1.6984 -0.6253 0.000
H 0.1375 -4.6941 -0.6502 0.000
H 1.7483 -3.9899 -0.5874 0.000
H 0.7228 -3.6905 -1.9783 0.000
H 0.2661 -3.5551 1.7410 0.000
H 0.0929 -1.8106 1.8859 0.000
H 1.6440 -2.5105 1.4194 0.000
```

Summary:
HOMO-LUMO gap (spin up / spin down), eV: 6.744 / 4.249
Energy relative to the best compared isomer or geometry (same formula, charge and spin), kcal/mol: 22.70
Multiplicity: 2
Net charge: +1
<S²>: 0.767

Formula: C26H34KN6O3
Source: the OMol25 dataset
Level of theory: ωB97M-V/def2-TZVPD

The geometry in XYZ format:
```
70
Properties=species:S:1:pos:R:3:lowdin_charge:R:1
K 0.4392 -0.0013 0.3135 0.795
C 2.9768 -2.7449 3.3343 -0.058
C 2.6230 -1.5101 2.4998 -0.534
O 1.4064 -1.4398 2.1310 -0.220
C 3.6682 -0.6397 2.2320 -0.067
C 3.6799 0.5882 1.4757 -0.364
C 5.0342 1.2453 1.2795 -0.073
N 2.6203 1.1319 0.9644 -0.058
N 2.8491 2.3019 0.2578 0.018
C 1.7990 2.8130 -0.3411 -0.521
O 0.6038 2.3713 -0.3757 -0.209
C 2.0973 4.0938 -1.0787 -0.138
C 1.0670 4.7413 -1.7518 -0.043
C 1.2975 5.9205 -2.4505 -0.114
C 2.5695 6.4708 -2.4885 -0.131
C 3.6081 5.8305 -1.8174 -0.110
C 3.3751 4.6566 -1.1203 -0.041
H 2.8067 -3.6385 2.7250 0.059
H 2.3037 -2.8050 4.1929 0.066
H 4.0094 -2.7383 3.6818 0.054
H 4.6288 -0.9278 2.6407 0.063
H 5.8299 0.6573 1.7375 0.052
H 5.0244 2.2504 1.7038 0.064
H 5.2321 1.3618 0.2132 0.063
H 0.0816 4.2949 -1.7100 0.097
H 0.4824 6.4137 -2.9689 0.087
H 2.7529 7.3896 -3.0336 0.084
H 4.6064 6.2531 -1.8407 0.088
H 4.1674 4.1439 -0.5923 0.097
C -1.0699 -1.0729 -4.5624 0.005
C -1.0062 -0.3049 -3.2559 -0.532
O -0.1417 -0.5263 -2.4339 0.026
N -1.9824 0.6196 -3.0902 0.077
C -2.1589 1.3938 -1.8653 -0.098
C -3.0754 0.6754 -0.8943 -0.246
C -4.4571 0.6884 -1.0706 -0.033
C -5.2583 -0.0204 -0.1926 -0.077
C -4.6515 -0.7181 0.8430 -0.068
C -3.2718 -0.6668 0.9481 -0.129
N -2.4965 0.0085 0.1029 0.111
H -0.0569 -1.2248 -4.9270 0.085
H -1.6617 -0.5641 -5.3230 0.070
H -1.5096 -2.0520 -4.3658 0.076
H -2.6894 0.7031 -3.7985 0.128
H -2.5881 2.3578 -2.1405 0.126
H -1.1826 1.5716 -1.4109 0.083
H -4.8992 1.2535 -1.8828 0.107
H -6.3351 -0.0246 -0.3061 0.101
H -5.2379 -1.2813 1.5564 0.099
H -2.7495 -1.1878 1.7428 0.108
C 0.6758 -3.2018 -0.5502 -0.159
C 0.8294 -4.7325 -0.7602 -0.151
N -0.3474 -5.4364 -0.2330 -0.167
C -1.5222 -5.0256 -1.0045 -0.165
C -1.6476 -3.4766 -1.0034 -0.161
N -0.6804 -2.9094 -0.0743 -0.164
C -0.8567 -3.5168 1.2478 -0.156
C -0.5371 -5.0335 1.1660 -0.155
H 0.8428 -2.6516 -1.4780 0.104
H 1.3699 -2.8290 0.2050 0.101
H 1.7141 -5.1177 -0.2487 0.110
H 0.9192 -4.9883 -1.8196 0.109
H -2.3998 -5.4940 -0.5502 0.107
H -1.4221 -5.4224 -2.0187 0.105
H -2.6518 -3.1589 -0.7053 0.105
H -1.4438 -3.0576 -1.9924 0.100
H -1.8960 -3.3620 1.5547 0.102
H -0.1968 -2.9953 1.9435 0.094
H -1.3390 -5.6422 1.5933 0.106
H 0.3827 -5.2706 1.7055 0.110
```

Summary:
HOMO-LUMO gap, eV: 4.676
Energy relative to the best compared isomer or geometry (same formula, charge and spin), kcal/mol: 2.60
Net charge: -1

Formula: C26H34N4O2ScSi2Te
Source: the OMol25 dataset
Level of theory: ωB97M-V/def2-TZVPD

The geometry in XYZ format:
```
70
Properties=species:S:1:pos:R:3:lowdin_charge:R:1
Sc 0.0278 0.2075 -2.0177 0.973
O 0.7770 -3.7938 -2.2185 0.083
C 0.7173 -2.6025 -2.4498 -0.495
N -0.3702 -1.7788 -2.4192 -0.030
C -1.6561 -2.2706 -2.0540 -0.211
C -2.0922 -3.5799 -2.1990 -0.006
C -3.3913 -3.9112 -1.8364 -0.072
C -4.2501 -2.9440 -1.3400 -0.078
C -3.8262 -1.6286 -1.1963 -0.012
C -2.5268 -1.2890 -1.5544 -0.207
N -1.9585 0.0162 -1.5179 -0.022
C -2.5694 1.0593 -0.8932 -0.478
O -3.5753 1.0610 -0.2065 0.077
C -1.8436 2.3762 -1.1017 -0.187
C -2.4094 3.5499 -0.6387 0.030
C -1.7547 4.7463 -0.8767 -0.009
C -0.5487 4.7333 -1.5647 -0.030
C -0.0383 3.5206 -1.9787 -0.119
N -0.6683 2.3588 -1.7564 0.010
C 2.0163 -1.8747 -2.7804 -0.192
C 3.1822 -2.6128 -2.8720 0.033
C 4.3618 -1.9556 -3.1776 -0.007
C 4.3406 -0.5792 -3.3703 -0.027
C 3.1438 0.0908 -3.2232 -0.115
N 1.9973 -0.5379 -2.9266 0.002
H -1.4216 -4.3317 -2.5811 0.109
H -3.7282 -4.9324 -1.9477 0.108
H -5.2611 -3.2078 -1.0612 0.108
H -4.4946 -0.8770 -0.8116 0.103
H -3.3531 3.4896 -0.1155 0.133
H -2.1804 5.6802 -0.5367 0.125
H -0.0114 5.6453 -1.7794 0.120
H 0.9031 3.4700 -2.5133 0.115
H 3.1240 -3.6799 -2.7138 0.132
H 5.2886 -2.5053 -3.2683 0.124
H 5.2369 -0.0314 -3.6218 0.118
H 3.0935 1.1666 -3.3426 0.116
C 2.8798 2.4794 -0.3241 -0.175
Si 2.2796 2.2842 1.4438 0.397
C 3.5031 3.0448 2.6166 -0.169
C 0.5953 3.0516 1.6438 -0.166
C 2.2093 0.4412 1.7827 -0.552
Te 0.7845 -0.7189 0.6982 1.366
C -0.9278 -0.3181 1.9062 -0.509
Si -1.3528 -1.8361 2.9679 0.385
C -1.5817 -3.2888 1.8284 -0.171
C 0.0679 -2.1110 4.1440 -0.183
C -2.9214 -1.4269 3.8783 -0.169
H 2.7851 3.5117 -0.6655 0.040
H 2.3055 1.8399 -1.0057 -0.028
H 3.9290 2.1918 -0.4157 0.046
H 3.6228 4.1120 2.4242 0.040
H 4.4837 2.5769 2.5161 0.040
H 3.1822 2.9286 3.6523 0.041
H 0.6473 4.1173 1.4118 0.042
H 0.2261 2.9571 2.6661 0.046
H -0.1450 2.5962 0.9826 0.006
H 1.9984 0.2178 2.8300 0.017
H 3.1724 -0.0197 1.5525 0.017
H -1.7589 -0.0633 1.2488 -0.003
H -0.6812 0.5599 2.5048 0.016
H -0.6750 -3.5321 1.2698 0.021
H -2.3799 -3.0981 1.1075 0.027
H -1.8574 -4.1764 2.4008 0.044
H 0.9891 -2.3688 3.6153 0.024
H -0.1554 -2.9354 4.8227 0.039
H 0.2555 -1.2262 4.7552 0.035
H -3.7261 -1.2061 3.1751 0.038
H -2.7966 -0.5632 4.5327 0.037
H -3.2382 -2.2687 4.4952 0.039
```

Summary:
HOMO-LUMO gap, eV: 7.001
Energy relative to the best compared isomer or geometry (same formula, charge and spin), kcal/mol: 0.00
Net charge: +1